*w*
# C14H30Br12N2O4

8 unconnected molecules or ions with the total composition C14H30Br12N2O4 (ωB97M-V with the def2-TZVPD basis set, the Open Molecules 2025 dataset).

Geometry as ORCA input:
```
! wB97M-V def2-TZVPD RIJCOSX def2/J DEFGRID3
* xyz 0 1
Br 14.61746 10.05678 14.60286
C 13.14210 9.27011 15.65718
C 13.62026 9.19425 17.16880
Br 14.96806 7.82448 17.63526
H 12.97324 8.27099 15.25548
H 12.27018 9.89959 15.47942
H 12.72520 9.01036 17.76308
H 13.93396 10.19008 17.48188
Br 13.51554 10.51460 6.36590
C 13.59838 12.03304 7.68130
C 14.87400 12.86374 7.63282
Br 14.92900 13.96698 5.93298
H 13.46780 11.66334 8.69834
H 12.73582 12.64035 7.40690
H 15.74836 12.22357 7.75022
H 14.86724 13.62191 8.41592
Br 8.46994 10.09699 14.85176
C 9.41008 9.13810 13.44380
C 9.16853 9.75682 12.04012
Br 7.16356 9.90726 11.64470
H 9.19746 8.06961 13.47872
H 10.48264 9.12289 13.63742
H 9.66680 9.20285 11.24456
H 9.47616 10.80246 12.02912
Br 17.54522 10.42571 12.56584
C 17.95882 9.90859 10.69588
C 18.94214 8.75277 10.65506
Br 19.42346 8.25960 8.72355
H 18.36159 10.79942 10.21390
H 17.02444 9.71996 10.16726
H 18.45424 7.92318 11.16676
H 19.84870 9.05600 11.17880
Br 6.61624 11.80629 7.43160
C 8.24328 11.84940 8.49060
C 9.22650 12.97832 8.23212
Br 10.71010 12.74055 9.48822
H 8.62792 10.83482 8.38676
H 7.83702 11.83203 9.50192
H 8.66229 13.89590 8.39890
H 9.69662 12.91193 7.25096
Br 15.84726 6.96922 9.64672
C 15.27522 7.87450 7.89532
C 16.03748 7.32110 6.75068
Br 15.33864 5.57391 6.07854
H 15.55958 8.90935 8.08590
H 14.20806 7.89957 7.67478
H 17.07852 7.12953 7.01076
H 15.93658 8.02079 5.92102
C 14.68780 6.70443 13.24322
N 14.44630 5.22399 12.99428
O 14.87900 4.65566 11.97972
O 13.81014 4.67237 13.89216
H 13.80874 7.06467 12.70882
H 15.67056 6.98197 12.86212
H 14.63762 6.89332 14.31554
C 13.41898 11.42434 11.55798
N 13.55430 9.97088 11.28888
O 14.45758 9.65711 10.53624
O 12.75974 9.13077 11.73496
H 13.92594 12.07606 10.84640
H 13.86342 11.46644 12.55238
H 12.38260 11.76156 11.57452
*
```

The calculation puts the HOMO-LUMO gap at 9.287 eV. The calculation puts the LUMO energy at -0.643 eV. The value obtained for the highest occupied orbital energy is -9.9 eV.



*x*
# C14H30Br12N2O4

A molecular structure, C14H30Br12N2O4 (ωB97M-V with the def2-TZVPD basis set, the Open Molecules 2025 dataset).

Geometry as ORCA input:
```
! wB97M-V def2-TZVPD RIJCOSX def2/J DEFGRID3
* xyz 0 1
Br -1.54490 2.11983 1.71427
C -0.26050 3.51204 2.18686
C -0.82133 4.91194 1.91670
Br 0.67528 6.20508 1.71161
H 0.67894 3.52910 1.64121
H -0.12197 3.48626 3.26420
H -1.43387 5.37407 2.68312
H -1.33373 4.96555 0.95920
Br -2.10930 -2.05177 4.28057
C -2.97687 -0.32695 4.01326
C -3.88385 -0.22109 2.79627
Br -5.18692 -1.72976 2.83737
H -2.19684 0.42631 4.05871
H -3.60346 -0.26640 4.90164
H -3.30497 -0.49655 1.91845
H -4.45638 0.69779 2.82317
Br 1.46088 -2.50091 4.13300
C 1.59808 -2.17275 2.21062
C 2.99747 -2.51150 1.77123
Br 3.14775 -4.43610 1.50373
H 1.43265 -1.10690 2.07265
H 0.87076 -2.76854 1.67245
H 3.80689 -2.13331 2.39663
H 3.28477 -1.94695 0.87739
Br -1.73080 -6.35262 2.16585
C -2.33508 -4.49539 2.42199
C -1.73227 -3.38402 1.63603
Br -1.79455 -3.73020 -0.28175
H -2.16657 -4.29782 3.48000
H -3.40985 -4.49320 2.24231
H -0.68103 -3.31675 1.92148
H -2.19163 -2.42060 1.83931
Br 4.30080 -3.48451 -1.52046
C 2.76190 -2.69744 -2.45984
C 1.46936 -3.42893 -2.14303
Br 0.19133 -3.21849 -3.58773
H 2.99467 -2.70927 -3.52527
H 2.75026 -1.61560 -2.33168
H 1.01956 -3.17599 -1.18882
H 1.71312 -4.48889 -2.13601
Br -1.25739 0.22531 -5.51036
C 0.29807 1.31630 -5.94572
C 0.90730 1.98795 -4.69722
Br 1.41363 0.60470 -3.38797
H 0.02669 2.14576 -6.59852
H 1.09197 0.77245 -6.45036
H 0.23060 2.72131 -4.26643
H 1.83805 2.49496 -4.94013
C -0.14211 1.32495 -0.62849
N 0.01539 0.02168 0.03576
O -0.67980 -0.23047 0.99452
O 0.93987 -0.70103 -0.30187
H -0.85549 1.26935 -1.44718
H 0.78750 1.63846 -1.08385
H -0.39869 2.02203 0.16244
C 1.26983 4.81414 -1.85223
N 0.95744 3.37997 -1.85110
O 1.50997 2.66617 -1.03515
O 0.10606 2.94202 -2.60054
H 1.56525 5.04049 -2.87264
H 2.06738 4.89944 -1.11959
H 0.43068 5.39525 -1.48008
*
```

The calculation puts the HOMO-LUMO gap at 7.947 eV. The calculation puts the LUMO energy at -1.205 eV. The value obtained for the highest occupied orbital energy is -9.2 eV.



Energetically preferred structure: *w* | next structure: +4.423 eV



*w*
# H3OS2

2 unconnected molecules or ions with the total composition H3OS2 (ωB97M-V with the def2-TZVPD basis set, the Open Molecules 2025 dataset).

Geometry as ORCA input:
```
! wB97M-V def2-TZVPD RIJCOSX def2/J DEFGRID3
* xyz -1 1
O 1.04998 -1.48218 -0.85233
H 0.91742 -0.86708 -0.12918
S -0.27548 2.10014 0.05414
S -1.16082 0.24285 0.72697
H 1.01919 -0.92660 -1.63126
H -1.55029 0.93287 1.83166
*
```

The calculation puts the HOMO-LUMO gap at 6.289 eV. The calculation puts the LUMO energy at 3.816 eV. The value obtained for the highest occupied orbital energy is -2.5 eV.



*x*
# H3OS2

2 unconnected molecules or ions with the total composition H3OS2 (ωB97M-V with the def2-TZVPD basis set, the Open Molecules 2025 dataset).

Geometry as ORCA input:
```
! wB97M-V def2-TZVPD RIJCOSX def2/J DEFGRID3
* xyz -1 1
O 1.22041 2.61714 1.30048
H 0.98941 1.68042 1.28888
S -1.33326 -0.62831 0.04037
S 0.56336 -0.76328 -0.78622
H 0.96547 2.91791 0.42350
H 1.29912 -1.53528 0.01964
*
```

The calculation puts the HOMO-LUMO gap at 6.104 eV. The calculation puts the LUMO energy at 3.786 eV. The value obtained for the highest occupied orbital energy is -2.3 eV.



Energetically preferred structure: *x* | next structure: +0.125 eV



*w*
# C3H12N3O

2 unconnected molecules or ions with the total composition C3H12N3O (ωB97M-V with the def2-TZVPD basis set, the Open Molecules 2025 dataset).

Geometry as ORCA input:
```
! wB97M-V def2-TZVPD RIJCOSX def2/J DEFGRID3
* xyz 1 1
C -0.19354 3.07085 1.38301
N 1.05367 -0.07356 0.07363
C 1.03400 1.12388 0.54253
N 0.00718 1.65905 1.19762
H -1.08161 3.37198 0.79510
H 0.66482 3.67824 1.03232
H -0.37683 3.23594 2.45110
H 0.25120 -0.81293 0.12416
H 1.91403 -0.36139 -0.39193
H 1.90354 1.72116 0.28306
H -0.75358 1.02675 1.34989
N -1.00272 -1.77138 -0.11405
C -0.57359 -2.16347 -1.43166
O 0.81043 -2.58070 -1.39534
H -1.96708 -1.52092 -0.13615
H -0.87586 -2.51089 0.58430
H -1.18856 -2.98374 -1.85845
H -0.66355 -1.31755 -2.13150
H 1.03804 -2.79134 -2.35764
*
```

The calculation puts the HOMO-LUMO gap at 11.285 eV. The calculation puts the LUMO energy at -2.637 eV. The value obtained for the highest occupied orbital energy is -13.9 eV.



*x*
# C3H12N3O

2 unconnected molecules or ions with the total composition C3H12N3O (ωB97M-V with the def2-TZVPD basis set, the Open Molecules 2025 dataset).

Geometry as ORCA input:
```
! wB97M-V def2-TZVPD RIJCOSX def2/J DEFGRID3
* xyz 1 1
C -0.78095 -1.26947 1.37549
C -1.74019 -1.21885 0.42641
N -2.62366 -2.23787 0.12667
N 0.06881 -0.03632 1.70301
H -0.53899 -2.16008 1.94647
H -1.92069 -0.30283 -0.12725
H -3.06938 -2.18736 -0.79382
H -2.15337 -3.15820 0.25032
H 0.99676 -0.22875 1.97263
H -0.41755 0.39538 2.49201
H 0.16349 0.61194 0.76008
N 0.52184 1.17756 -0.58892
C 1.88246 1.43384 -1.06087
O 1.90554 1.79634 -2.44153
H 0.09957 2.12502 -0.54314
H 0.01099 0.73531 -1.36623
H 2.28604 2.25712 -0.44939
H 2.48800 0.53493 -0.89812
H 2.82129 1.73227 -2.78381
*
```

The calculation puts the HOMO-LUMO gap at 9.914 eV. The calculation puts the LUMO energy at -2.900 eV. The value obtained for the highest occupied orbital energy is -12.8 eV.



Energetically preferred structure: *w* | next structure: +0.922 eV



*w*
# C8H14N5

A gas-phase ion, C8H14N5 (charge +1) (ωB97M-V with the def2-TZVPD basis set, the Open Molecules 2025 dataset).

Geometry as ORCA input:
```
! wB97M-V def2-TZVPD RIJCOSX def2/J DEFGRID3
* xyz 1 1
C -0.25833 -1.38602 -1.30367
C 0.09122 -0.08700 -1.32997
C -0.54239 -2.15971 -0.12183
C -0.54552 -1.65320 1.09480
C 0.25998 0.75112 -0.16348
C 0.92260 2.83456 -1.13150
C -0.79561 -3.63557 -0.30816
C -0.76705 -1.94952 2.48654
N 0.92064 1.91243 -0.21371
N -0.17413 0.32320 0.99563
N 1.97279 3.66429 -1.18591
N -0.10752 3.05708 -1.97500
N 0.12581 0.85431 2.20214
H -0.32661 -1.92106 -2.24031
H 0.33032 0.37974 -2.27415
H -1.29972 -4.06371 0.55240
H 0.15431 -4.15119 -0.44811
H -1.40734 -3.79578 -1.19213
H -0.19500 -1.25194 3.10424
H -0.42840 -2.96181 2.70877
H -1.82256 -1.86029 2.74708
H 2.01801 4.42087 -1.84379
H 2.77761 3.46750 -0.61685
H -0.96906 2.55227 -1.85532
H -0.15037 3.90268 -2.51869
H 0.89981 1.51152 2.15738
H -0.68348 1.24522 2.67358
*
```

The calculation puts the HOMO-LUMO gap at 8.767 eV. The calculation puts the LUMO energy at -3.488 eV. The value obtained for the highest occupied orbital energy is -12.3 eV.



*x*
# C8H14N5

A gas-phase ion, C8H14N5 (charge +1) (ωB97M-V with the def2-TZVPD basis set, the Open Molecules 2025 dataset).

Geometry as ORCA input:
```
! wB97M-V def2-TZVPD RIJCOSX def2/J DEFGRID3
* xyz 1 1
C 2.75177 -2.11623 0.93745
C 1.77574 -3.09551 1.12272
C 1.09366 -0.92147 -0.31421
C 2.44630 -1.00134 0.12955
C 0.08746 -1.81214 -0.01260
C -2.99493 0.74821 0.79947
C -2.43509 2.70421 -0.83153
C -1.98437 1.81256 0.33446
N 0.49663 -2.84236 0.68100
N 0.79767 0.12622 -1.20419
N -0.20617 0.91355 -1.05824
N -0.70496 1.05556 0.04409
N 3.38298 -0.10092 -0.19814
H 3.78019 -2.18727 1.13842
H 2.16736 -4.12388 1.55418
H -2.43075 -0.16803 0.79025
H -3.39475 0.86619 1.79917
H -3.85027 0.59525 0.05114
H -2.51409 2.14881 -1.74545
H -1.60454 3.43594 -1.01947
H -3.35230 2.95995 -0.57781
H -1.55389 2.41252 1.20111
H -0.19812 -3.40016 1.17292
H 1.36856 0.05662 -2.03788
H -0.44632 1.52884 -1.83633
H 4.38409 -0.23364 -0.04328
H 3.13812 0.63850 -0.87680
*
```

The calculation puts the HOMO-LUMO gap (spin up / spin down) at 7.703 / 7.704 eV. The calculation puts the LUMO energy (spin up / spin down) at -3.679 / -3.678 eV. The value obtained for the highest occupied orbital energy (spin up / spin down) is -11.4 / -11.4 eV.



Energetically preferred structure: *w* | next structure: +3.658 eV